Arrangement 1

{
  "formula": "H12O6",
  "method": "wB97M-V/def2-TZVPD",
  "species": ["O", "H", "H", "O", "H", "H", "O", "H", "H", "O", "H", "H", "O", "H", "H", "O", "H", "H"],
  "coordinates": [[-1.743, 23.546, 5.170], [-1.999, 22.956, 5.880], [-0.788, 23.586, 5.225], [0.745, 21.115, 3.018], [1.458, 21.610, 2.613], [0.879, 21.227, 3.959], [-4.823, 20.650, 2.973], [-5.082, 20.246, 2.145], [-3.883, 20.807, 2.879], [-2.492, 24.908, 2.899], [-3.386, 24.603, 2.744], [-2.280, 24.593, 3.777], [1.902, 19.316, 1.099], [1.307, 19.320, 0.349], [1.605, 20.044, 1.645], [-1.954, 21.165, 2.479], [-1.121, 20.764, 2.230], [-1.707, 21.925, 3.005]],
  "smiles": "O.O.O.O.O.O",
  "gap_ev": 10.478,
  "charge": 0
}

Arrangement 2

{
  "formula": "H12O6",
  "method": "wB97M-V/def2-TZVPD",
  "species": ["O", "H", "H", "O", "H", "H", "O", "H", "H", "O", "H", "H", "O", "H", "H", "O", "H", "H"],
  "coordinates": [[-0.396, -1.205, 3.142], [0.354, -1.401, 2.580], [-0.099, -1.427, 4.024], [-1.850, 0.377, -0.621], [-1.882, -0.338, -1.256], [-1.499, -0.023, 0.175], [-0.276, -0.827, 0.384], [0.429, -0.416, -0.117], [0.172, -1.430, 0.978], [0.124, 2.102, -0.125], [0.851, 2.658, 0.155], [0.454, 1.208, -0.025], [-0.700, -0.317, -2.347], [-0.194, -0.243, -1.538], [-0.180, 0.152, -3.000], [1.243, 0.383, -0.581], [2.084, 0.806, -0.407], [1.366, -0.059, -1.421]],
  "gap_ev": 8.371,
  "charge": 0
}

Arrangement 3

{
  "formula": "H12O6",
  "method": "wB97M-V/def2-TZVPD",
  "species": ["H", "H", "H", "H", "H", "H", "H", "H", "H", "H", "H", "H", "O", "O", "O", "O", "O", "O"],
  "coordinates": [[-1.213, -1.472, -1.713], [-1.534, -1.073, -0.341], [-0.664, -0.627, 1.808], [-0.224, -2.137, 1.313], [1.636, -0.242, -0.531], [1.637, 0.099, 0.975], [-0.158, 1.294, 2.868], [-0.147, 1.424, 1.274], [0.338, 1.460, -0.744], [-1.136, 1.853, -0.455], [1.435, -0.392, -2.552], [0.031, -0.490, -1.943], [-1.651, -0.791, -1.260], [-1.003, -1.504, 1.406], [1.996, -0.532, 0.308], [0.175, 0.886, 2.052], [-0.210, 2.070, -0.237], [0.693, 0.173, -2.230]],
  "smiles": "O.O.O.O.O.O",
  "gap_ev": 11.405,
  "charge": 0
}

Energies, relative to the best one, in hartree: arrangement 1 0.0192; arrangement 2 0.2258; arrangement 3 0.0000.

Arrangement 1

{
  "formula": "H12O6",
  "method": "wB97M-V/def2-TZVPD",
  "species": ["H", "H", "H", "H", "H", "H", "H", "H", "H", "H", "H", "H", "O", "O", "O", "O", "O", "O"],
  "coordinates": [[1.219, -0.699, 0.556], [0.036, 0.230, 0.773], [4.414, -0.793, -0.531], [4.236, -2.258, -0.893], [-3.910, 0.828, -1.700], [-3.209, 1.896, -0.876], [2.027, 3.396, 0.851], [2.223, 2.445, -0.318], [-2.593, -1.313, 1.814], [-3.061, -1.068, 0.389], [-0.329, -2.227, 0.048], [-0.714, -0.870, -0.516], [0.947, 0.081, 1.052], [3.813, -1.537, -0.413], [-4.061, 1.458, -0.986], [2.692, 3.088, 0.226], [-3.305, -0.906, 1.307], [-0.427, -1.750, -0.784]],
  "smiles": "O.O.O.O.O.O",
  "gap_ev": 11.204,
  "charge": 0
}

Arrangement 2

{
  "formula": "H12O6",
  "method": "wB97M-V/def2-TZVPD",
  "species": ["O", "H", "H", "O", "H", "H", "O", "H", "H", "O", "H", "H", "O", "H", "H", "O", "H", "H"],
  "coordinates": [[0.590, 2.490, 0.742], [0.291, 3.142, 0.107], [1.419, 2.168, 0.385], [-3.516, -0.074, 1.169], [-2.835, 0.189, 0.548], [-3.106, -0.755, 1.701], [1.411, -0.540, -1.499], [2.114, -0.342, -2.119], [0.655, -0.745, -2.050], [2.955, 1.364, 0.135], [2.486, 0.595, -0.192], [3.858, 1.064, 0.249], [-0.942, 0.282, 0.106], [-0.658, 1.056, 0.595], [-0.152, -0.022, -0.342], [-1.179, -3.267, 0.339], [-1.572, -2.626, -0.255], [-1.819, -3.978, 0.382]],
  "smiles": "O.O.O.O.O.O",
  "gap_ev": 10.605,
  "charge": 0
}

Energies, relative to the best one, in hartree: arrangement 1 0.0280; arrangement 2 0.0000.

Arrangement 1

{
  "formula": "H32O16",
  "method": "wB97M-V/def2-TZVPD",
  "species": ["O", "H", "H", "O", "H", "H", "O", "H", "H", "O", "H", "H", "O", "H", "H", "O", "H", "H", "O", "H", "H", "O", "H", "H", "O", "H", "H", "O", "H", "H", "O", "H", "H", "O", "H", "H", "O", "H", "H", "O", "H", "H", "O", "H", "H", "O", "H", "H"],
  "coordinates": [[1.390, 3.145, -1.304], [1.799, 3.969, -1.424], [0.982, 3.127, -0.451], [0.317, -0.037, 0.368], [-0.201, 0.775, 0.224], [0.051, -0.679, -0.303], [2.757, 0.654, -0.541], [2.517, 1.559, -0.514], [1.933, 0.288, -0.230], [1.128, 1.357, 2.831], [0.517, 0.758, 2.425], [0.710, 2.215, 2.801], [-1.724, -3.078, -1.435], [-0.914, -3.145, -0.926], [-2.294, -2.705, -0.738], [-2.862, -1.492, 0.345], [-2.479, -0.679, 0.021], [-3.737, -1.554, -0.012], [-1.496, 3.028, -1.888], [-0.498, 2.960, -1.781], [-1.659, 3.192, -2.812], [0.552, -1.798, -2.494], [-0.327, -2.181, -2.425], [0.570, -0.824, -2.612], [-2.366, 0.580, -1.349], [-2.189, 1.540, -1.424], [-3.287, 0.634, -1.313], [2.341, -2.012, 2.331], [2.823, -1.209, 2.333], [2.231, -2.080, 1.366], [2.740, -2.108, -0.446], [3.113, -1.235, -0.311], [2.180, -2.100, -1.261], [0.195, -1.069, 3.589], [0.792, -1.364, 2.890], [-0.509, -1.669, 3.379], [0.313, -3.269, 0.598], [0.854, -3.921, 1.064], [0.839, -2.733, 0.019], [-1.685, 0.579, 2.288], [-2.465, 0.067, 2.180], [-1.219, 0.010, 2.872], [0.176, 0.795, -3.087], [-0.617, 0.979, -2.613], [0.764, 1.583, -3.165], [-0.372, 2.819, 0.861], [-0.393, 3.692, 1.242], [-1.307, 2.618, 0.850]],
  "gap_ev": 9.841,
  "charge": 0
}

Arrangement 2

{
  "formula": "H32O16",
  "method": "wB97M-V/def2-TZVPD",
  "species": ["O", "H", "H", "O", "H", "H", "O", "H", "H", "O", "H", "H", "O", "H", "H", "O", "H", "H", "O", "H", "H", "O", "H", "H", "O", "H", "H", "O", "H", "H", "O", "H", "H", "O", "H", "H", "O", "H", "H", "O", "H", "H", "O", "H", "H", "O", "H", "H"],
  "coordinates": [[4.860, -21.099, 7.994], [4.941, -21.785, 7.331], [5.427, -21.389, 8.709], [8.960, -22.597, 7.157], [9.116, -22.185, 8.007], [9.284, -23.491, 7.261], [6.690, -17.886, 2.183], [5.873, -17.499, 2.498], [7.004, -18.413, 2.917], [6.968, -25.166, 4.735], [7.336, -26.029, 4.542], [7.371, -24.584, 4.091], [7.034, -19.045, 4.423], [6.965, -19.876, 4.894], [6.889, -18.377, 5.094], [13.065, -25.743, 3.022], [13.237, -26.357, 3.736], [12.739, -24.955, 3.457], [6.342, -23.023, 6.448], [7.042, -22.377, 6.359], [6.619, -23.756, 5.899], [9.992, -21.364, 9.587], [10.853, -21.065, 9.881], [9.538, -21.616, 10.392], [10.406, -25.206, 9.012], [11.260, -25.610, 8.858], [10.600, -24.423, 9.528], [10.938, -21.338, -0.195], [11.833, -21.419, -0.526], [11.000, -20.689, 0.507], [9.591, -23.696, -0.288], [9.956, -22.941, -0.749], [8.921, -23.326, 0.287], [8.745, -22.480, 4.373], [8.693, -22.345, 5.319], [9.681, -22.442, 4.176], [9.985, -19.186, 6.570], [10.011, -19.529, 7.463], [9.381, -19.767, 6.107], [10.871, -19.281, 1.752], [11.653, -18.754, 1.587], [10.925, -19.508, 2.680], [12.569, -23.512, 4.267], [11.972, -22.774, 4.389], [13.442, -23.136, 4.383], [11.799, -20.503, 4.473], [12.675, -20.225, 4.205], [11.627, -20.015, 5.278]],
  "gap_ev": 9.244,
  "charge": 0
}

Energies, relative to the best one, in hartree: arrangement 1 0.0000; arrangement 2 0.0212.

Arrangement 1

{
  "formula": "H32O16",
  "method": "wB97M-V/def2-TZVPD",
  "species": ["O", "H", "H", "O", "H", "H", "O", "H", "H", "O", "H", "H", "O", "H", "H", "O", "H", "H", "O", "H", "H", "O", "H", "H", "O", "H", "H", "O", "H", "H", "O", "H", "H", "O", "H", "H", "O", "H", "H", "O", "H", "H", "O", "H", "H", "O", "H", "H"],
  "coordinates": [[-0.878, 2.227, 0.266], [-0.356, 2.866, 0.755], [-1.497, 1.849, 0.892], [1.377, 1.974, 2.609], [0.469, 1.594, 2.628], [1.270, 2.850, 2.966], [-0.157, 1.307, -2.717], [-0.177, 0.465, -2.314], [-0.603, 1.319, -3.552], [-0.397, -1.515, -2.419], [-0.341, -1.264, -3.370], [-1.318, -1.647, -2.243], [0.053, -3.271, 2.616], [0.347, -2.375, 2.421], [0.651, -3.692, 3.201], [-2.995, 1.429, -2.214], [-2.036, 1.552, -2.189], [-3.253, 0.620, -1.846], [0.893, -3.562, -0.556], [1.417, -3.186, 0.148], [0.463, -4.432, -0.415], [0.310, -0.103, -0.040], [-0.255, 0.670, -0.076], [-0.262, -0.809, -0.043], [2.200, 2.682, -0.848], [2.238, 2.433, -1.775], [2.319, 1.839, -0.378], [-0.444, 4.098, -1.869], [0.050, 4.782, -1.432], [-0.337, 3.237, -1.463], [-3.089, -1.128, -1.211], [-2.737, -1.124, -0.332], [-3.638, -1.913, -1.249], [2.920, 0.590, 0.619], [2.833, 1.085, 1.454], [2.039, 0.307, 0.377], [-0.873, 0.560, 2.981], [-1.127, -0.067, 3.706], [-1.252, 0.074, 2.272], [1.980, -1.467, 2.285], [1.951, -1.133, 3.212], [2.100, -0.699, 1.701], [2.526, -1.350, -2.238], [2.641, -1.902, -2.984], [1.614, -1.610, -2.019], [-2.087, -1.056, 1.341], [-1.921, -1.999, 1.246], [-2.632, -1.090, 2.113]],
  "gap_ev": 9.154,
  "charge": 0
}

Arrangement 2

{
  "formula": "H32O16",
  "method": "wB97M-V/def2-TZVPD",
  "species": ["O", "H", "H", "O", "H", "H", "O", "H", "H", "O", "H", "H", "O", "H", "H", "O", "H", "H", "O", "H", "H", "O", "H", "H", "O", "H", "H", "O", "H", "H", "O", "H", "H", "O", "H", "H", "O", "H", "H", "O", "H", "H", "O", "H", "H", "O", "H", "H"],
  "coordinates": [[-1.772, 0.621, -3.131], [-0.985, 1.081, -3.365], [-1.894, 0.782, -2.198], [2.356, -2.182, 0.024], [2.973, -2.707, -0.517], [2.611, -1.281, -0.144], [-0.462, 2.617, 0.185], [-0.407, 1.687, 0.075], [-1.188, 2.736, 0.798], [-2.054, -1.858, 0.084], [-1.432, -2.509, -0.229], [-2.110, -1.866, 1.073], [0.939, 0.613, 1.964], [0.668, -0.278, 2.154], [0.225, 1.130, 2.287], [-4.510, -1.150, -0.808], [-4.666, -1.860, -1.398], [-3.652, -1.357, -0.467], [2.195, 2.999, 1.803], [1.753, 2.121, 1.789], [1.669, 3.604, 1.298], [2.888, 0.458, -0.215], [3.425, 0.176, -0.973], [3.531, 0.541, 0.474], [-2.726, -0.051, 2.207], [-3.473, -0.674, 2.103], [-3.183, 0.780, 2.217], [-0.609, -2.072, -2.690], [0.170, -1.676, -3.053], [-1.218, -1.331, -2.531], [-3.022, 1.088, -0.874], [-3.616, 0.340, -0.999], [-3.093, 1.399, 0.009], [3.332, -0.404, 2.588], [3.722, -1.267, 2.413], [2.507, -0.457, 2.158], [0.847, -2.018, 2.343], [1.332, -2.479, 3.030], [1.233, -2.341, 1.521], [-0.161, -0.011, -0.443], [0.406, 0.019, 0.323], [-0.997, -0.461, -0.175], [1.940, 2.561, -1.409], [1.268, 2.715, -0.782], [2.307, 1.686, -1.146], [1.194, -0.122, -2.613], [1.006, 0.725, -2.991], [0.732, -0.066, -1.769]],
  "gap_ev": 9.526,
  "charge": 0
}

Energies, relative to the best one, in hartree: arrangement 1 0.0207; arrangement 2 0.0000.